Record 1
ORCA calculation (ωB97M-V/def2-TZVPD) on C7H3F6N3O8S2Ta as an isolated structure.

Structure (XYZ):
```
30
Properties=species:S:1:pos:R:3:forces:R:3
Ta 0.2527 0.1596 -0.4092 -0.286 0.119 0.204
S 1.5774 -0.3085 2.4414 -0.010 -0.272 -0.124
S 2.5156 -1.2019 -0.0445 -0.188 0.493 -0.444
F 6.0562 -5.0073 -0.2188 -0.020 0.003 0.027
F 7.2603 -3.3272 -0.7629 -0.013 0.015 0.010
F 6.1288 -4.3593 -2.2529 -0.025 0.012 -0.036
F 3.4429 1.3964 3.1130 0.059 -0.010 0.021
F 1.9530 2.1883 1.7514 0.033 0.054 -0.109
F 1.4539 1.8760 3.8337 -0.010 0.014 0.064
O 2.1577 0.3368 -0.5981 0.329 -0.181 0.223
O -4.8877 3.0914 -1.6517 -0.002 -0.009 0.002
O 1.2189 -1.0075 3.6024 -0.016 -0.038 -0.010
O -6.1332 1.2906 -1.2763 0.000 0.005 0.000
O 0.3174 -0.0222 1.4964 0.149 0.786 0.223
O -1.8979 3.3606 -1.5689 0.048 0.046 0.138
O 1.0378 -1.7005 -0.4605 -0.079 -0.136 -0.001
O -0.2800 1.8120 -1.1164 0.071 -0.209 0.350
N 2.6422 -1.0195 1.4955 -0.177 -0.064 0.124
N -1.8645 -0.0748 -0.6660 -0.035 0.052 -0.141
N -2.8734 -0.9656 -0.5089 0.030 -0.027 0.013
C -4.0548 -0.4117 -0.7219 0.004 0.039 -0.007
C -3.8615 0.9452 -1.0489 -0.047 -0.017 0.003
C -5.0711 1.8237 -1.3451 -0.002 -0.013 0.008
C 2.1786 1.4789 2.8384 -0.052 -0.117 0.000
C -2.5027 1.1065 -1.0061 0.129 0.000 -0.021
C 6.4805 -4.2297 -1.0778 0.414 -0.282 -0.080
C -1.6055 2.2703 -1.2573 -0.305 -0.279 -0.430
H -3.9654 3.3860 -1.6798 0.008 0.017 -0.005
H -2.6895 -1.9303 -0.2595 -0.006 0.000 0.000
H -4.9868 -0.9560 -0.6406 -0.001 -0.002 -0.004
```
Forces are in eV/Å.

- frontier orbital gap (eV) = 6.54
- net charge = +3
- HOMO (eV) = -18.5
- E (a.u.) = -2486.18926

What are the Mulliken partial charges on each atom? They are as follows, in elementary charge units:
1. Ta 1.888
2. S 0.909
3. S 0.622
4. F 0.048
5. F 0.050
6. F 0.048
7. F -0.145
8. F -0.194
9. F -0.123
10. O -0.413
11. O -0.434
12. O -0.411
13. O -0.449
14. O -0.729
15. O -0.441
16. O -0.572
17. O -0.448
18. N -0.225
19. N -0.192
20. N -0.112
21. C -0.343
22. C 0.628
23. C 0.563
24. C 0.798
25. C -0.226
26. C 0.854
27. C 0.912
28. H 0.349
29. H 0.249
30. H 0.540

---

Record 2
ORCA calculation (ωB97M-V/def2-TZVPD) on C20H10Cl5F6N2O4S2Ti as an isolated structure.

Structure (XYZ):
```
50
Properties=species:S:1:pos:R:3:forces:R:3
Ti -0.4417 0.2917 0.9588 0.390 0.563 0.018
Cl 2.7500 0.7640 2.3189 -0.025 0.001 -0.032
Cl 1.8249 4.0438 -2.8924 -0.001 0.006 -0.012
Cl -0.2005 1.8161 -2.0344 -0.014 -0.028 -0.014
Cl 4.3317 4.6153 -1.1175 0.004 0.002 0.002
Cl 4.7978 2.9598 1.4821 0.017 0.002 0.015
S -2.7262 1.9615 1.7551 -0.032 -0.060 0.046
S -1.7558 -0.2233 3.5503 -0.023 0.160 -0.215
F -4.6998 0.9954 0.2670 -0.012 0.022 0.011
F -0.4519 3.1873 4.7293 0.018 -0.026 -0.018
F -0.0855 1.6034 2.2482 -0.125 -0.057 0.117
F -4.5444 3.1540 0.2869 0.001 -0.029 0.017
F 1.3905 3.5312 3.8735 -0.019 -0.027 -0.006
F -5.3432 2.1144 2.0081 0.006 -0.010 -0.027
O -2.5779 3.1790 2.4870 0.036 0.044 -0.045
O -1.9249 1.8547 0.4901 0.080 -0.274 0.178
O -2.5695 -1.3490 3.9635 -0.020 -0.058 0.072
O -0.7074 -0.8136 2.4822 -0.172 0.052 -0.251
N -2.1333 -0.7745 0.0873 0.128 -0.057 -0.070
N -2.8137 0.6022 2.4485 0.113 -0.097 0.114
C 0.7390 2.6797 4.6194 0.006 0.027 -0.009
C -4.4290 2.0597 1.0431 0.056 0.034 0.015
C 0.1902 -2.6804 0.2126 -0.051 -0.069 -0.003
C 3.3829 2.6851 0.5348 -0.034 -0.020 -0.011
C 2.4399 1.7368 0.9171 -0.001 0.050 -0.053
C 1.1535 2.2076 -1.0012 -0.028 -0.075 0.035
C 2.8686 -2.2449 -0.4602 -0.026 -0.004 0.011
C 0.6173 -1.3473 -0.0187 0.101 -0.029 0.234
C -1.2492 -3.0955 0.2563 -0.033 -0.005 0.013
C 2.4761 -3.4924 -0.0142 0.023 0.018 0.002
C 1.1463 -3.6994 0.2991 0.011 0.006 -0.121
C -3.9457 -3.9868 0.0755 -0.003 -0.021 0.002
C -3.6298 -2.6476 -0.0023 0.027 0.019 0.023
C -2.9123 -4.8943 0.2531 -0.022 -0.001 -0.004
C 1.9516 -1.2051 -0.4289 -0.013 -0.030 -0.005
C 3.1839 3.4199 -0.6360 -0.030 0.004 -0.021
C -2.3112 -2.2096 0.0888 -0.024 -0.048 0.074
C 1.2884 1.4979 0.1746 -0.448 -0.237 0.047
C -1.6071 -4.4528 0.3307 0.020 0.055 0.009
C 2.0649 3.1729 -1.4231 0.046 0.009 0.027
H -3.1202 -5.9543 0.3269 0.002 0.000 0.000
H -4.4123 -1.9047 -0.1089 0.001 0.002 0.000
H -4.9752 -4.3138 0.0135 0.001 0.000 0.000
H -2.8040 -0.4339 0.7878 -0.016 0.179 -0.136
H 0.8613 -4.6942 0.6034 0.007 -0.009 -0.023
H -2.3999 -0.3765 -0.8100 0.057 0.030 -0.006
H 2.3120 -0.2329 -0.7225 0.031 -0.007 -0.001
H 3.1842 -4.3082 0.0661 0.000 0.000 -0.004
H 3.8875 -2.0606 -0.7784 0.000 0.008 0.000
H -0.8432 -5.2040 0.4421 -0.009 -0.012 0.009
```
Forces are in eV/Å.

- frontier orbital gap (eV) = 8.40
- net charge = -1
- HOMO (eV) = -6.1
- E (a.u.) = -5724.70820

What are the Mulliken partial charges on each atom? They are as follows, in elementary charge units:
1. Ti -0.807
2. Cl -0.165
3. Cl -0.219
4. Cl -0.191
5. Cl -0.210
6. Cl -0.218
7. S 1.007
8. S 0.640
9. F -0.223
10. F -0.056
11. F -0.341
12. F -0.220
13. F -0.085
14. F -0.229
15. O -0.612
16. O -0.414
17. O -0.610
18. O -0.321
19. N 0.219
20. N -0.402
21. C 0.026
22. C 0.580
23. C 1.208
24. C -0.310
25. C 1.338
26. C 1.279
27. C -0.938
28. C 1.232
29. C 0.388
30. C -0.834
31. C -1.078
32. C -0.685
33. C -0.365
34. C -0.891
35. C -0.426
36. C 0.553
37. C 0.690
38. C -1.795
39. C -0.821
40. C -0.352
41. H 0.389
42. H 0.431
43. H 0.378
44. H 0.235
45. H 0.350
46. H 0.328
47. H 0.541
48. H 0.368
49. H 0.411
50. H 0.227

---

Record 3
ORCA calculation (ωB97M-V/def2-TZVPD) on a 2-piece molecular cluster, C11H17Cl3N2O overall in a non-equilibrium geometry.

Structure (XYZ):
```
34
Properties=species:S:1:pos:R:3:forces:R:3
Cl -2.9195 -5.0312 -2.3279 0.021 0.019 -0.006
Cl -2.2069 -2.9208 0.2427 -0.084 -1.271 0.199
Cl 2.5977 2.7474 1.6685 0.058 -0.168 -0.104
O 2.3881 0.3548 -0.0092 -0.459 -0.074 -0.058
N -0.9448 1.7562 -1.3482 -0.326 -0.404 0.025
N 0.5323 3.1298 -0.1488 0.076 -1.191 0.649
C -0.3232 1.9456 -0.1989 0.683 0.992 0.294
C -2.8132 -4.5972 0.3683 0.065 -0.056 0.189
C 2.3209 1.5175 -0.8145 1.327 -0.128 0.467
C -2.2718 -5.4775 -0.7286 0.026 -0.101 0.023
C 3.7219 -0.0437 0.2555 0.003 0.188 -0.022
C 1.9335 2.7928 -0.0453 -0.473 0.476 -0.868
C -1.7580 0.6941 -1.3986 0.260 0.124 0.546
C -1.2509 0.0348 0.8775 0.303 0.823 -0.597
C 0.0655 4.0719 0.8584 -0.003 0.800 -0.324
C -1.9342 -0.1511 -0.3171 -1.005 -0.821 -0.175
C -0.4066 1.1389 0.9315 -0.693 -0.621 0.017
H -3.8994 -4.5615 0.3519 0.008 0.060 -0.074
H -2.6422 -0.9909 -0.4238 0.472 1.204 -0.091
H 3.7361 -0.7657 1.0699 -0.261 -0.103 -0.097
H -2.4958 -4.9812 1.3369 0.048 -0.014 -0.031
H -1.1870 -5.4275 -0.7795 -0.010 0.076 -0.035
H 4.3160 0.8123 0.5855 0.099 -0.038 -0.096
H 0.7771 4.8944 0.9513 0.056 -0.058 -0.074
H 1.7017 1.3654 -1.6978 -0.326 0.029 0.219
H 3.3393 1.6952 -1.1774 -0.102 0.153 -0.194
H -0.0564 3.6476 1.8585 -0.036 -0.130 -0.070
H -2.5614 -6.5110 -0.5456 -0.051 0.020 0.013
H 2.4855 3.6082 -0.5123 0.061 0.129 0.325
H -2.3020 0.4981 -2.3143 0.093 0.170 -0.097
H 0.1366 1.3611 1.8377 0.167 0.128 -0.115
H -1.3646 -0.6346 1.7173 -0.048 -0.021 0.014
H -0.8725 4.5149 0.5218 -0.088 -0.172 0.065
H 4.1582 -0.4869 -0.6456 0.139 -0.017 0.083
```
Forces are in eV/Å.

- SMILES string = COC[C@H](Cl)N(C)c1ccccn1.ClCCCl
- frontier orbital gap (eV) = 9.78
- HOMO (eV) = -9.1
- E (a.u.) = -1994.62821

What are the Mulliken partial charges on each atom? They are as follows, in elementary charge units:
1. Cl -0.182
2. Cl -0.180
3. Cl -0.205
4. O -0.229
5. N -0.610
6. N 0.076
7. C 0.132
8. C -0.532
9. C -1.078
10. C -0.403
11. C -0.799
12. C -0.013
13. C -0.646
14. C -0.664
15. C -0.991
16. C -0.203
17. C 0.101
18. H 0.317
19. H 0.546
20. H 0.238
21. H 0.298
22. H 0.315
23. H 0.347
24. H 0.367
25. H 0.453
26. H 0.461
27. H 0.368
28. H 0.305
29. H 0.673
30. H 0.395
31. H 0.324
32. H 0.405
33. H 0.318
34. H 0.298

---

Record 4
ORCA calculation (ωB97M-V/def2-TZVPD) on a 2-piece molecular cluster, C5H13O2 overall in a non-equilibrium geometry.

Structure (XYZ):
```
20
Properties=species:S:1:pos:R:3:forces:R:3
O -0.5768 -0.5722 -3.8838 3.050 -0.198 1.515
O 0.0138 0.3518 -1.3546 1.619 -0.415 -0.102
C 1.6636 0.3238 0.4586 -0.007 1.536 0.098
C 0.5427 0.0059 1.4888 2.170 -1.955 -1.250
C 1.2389 -0.1769 -0.9470 0.859 -1.815 -0.118
C -0.7411 0.7112 1.1895 -4.515 -1.253 1.288
C -2.0649 -0.2232 1.5255 0.031 1.738 -3.236
H -2.1812 -0.5771 2.5041 0.250 -0.305 1.517
H -0.8057 0.9902 0.1699 -0.186 -0.084 -1.291
H -0.2987 -0.4582 -2.8953 -1.237 -0.168 -2.240
H -2.1945 -1.0409 0.8243 0.744 -0.600 0.023
H 2.7309 0.1121 0.7044 -0.988 -0.925 -0.017
H -1.1772 1.6592 1.6450 2.086 -0.739 0.354
H -3.0023 0.3220 1.2272 0.868 0.156 0.714
H 1.2392 -1.4014 -0.8998 -0.145 2.712 -0.307
H 1.7045 1.3851 0.5348 0.047 1.363 -0.963
H 0.8530 0.3358 2.4595 0.562 -0.621 0.753
H 0.6592 -1.1437 1.2604 -1.753 1.616 1.653
H 0.3396 -0.7302 -4.2838 -2.028 0.282 0.486
H 2.0571 0.1267 -1.7279 -1.425 -0.325 1.125
```
Forces are in eV/Å.

- spin multiplicity = 2
- frontier orbital gap (spin up / spin down) (eV) = 11.53 / 8.38
- HOMO (spin up / spin down) (eV) = -10.7 / -10.6
- E (a.u.) = -348.62223

What are the Mulliken partial charges on each atom? They are as follows, in elementary charge units:
1. O -0.671
2. O -0.492
3. C -0.929
4. C -0.618
5. C -0.134
6. C -0.311
7. C -1.266
8. H 0.373
9. H 0.342
10. H 0.413
11. H 0.337
12. H 0.346
13. H 0.328
14. H 0.369
15. H 0.280
16. H 0.388
17. H 0.412
18. H 0.207
19. H 0.313
20. H 0.313